ORCA calculation (wB97M-V/def2-TZVPD) on C17H32InN8S as an isolated structure in a non-equilibrium geometry.

**Calculated total energy**: -1693.2005 Ha
**Energy relative to the best compared isomer or geometry (same formula, charge and spin)**: 14.2 kcal/mol
**HOMO-LUMO gap**: 4.907 eV

ORCA input file:
```
! RIJCOSX wB97M-V def2-TZVPD def2/J DEFGRID3
* xyz -1 1
C 0.58 2.67 0.65
C -0.01 1.24 0.63
S -0.96 0.88 -0.87
C 0.07 -0.36 -1.73
In 2.16 0.40 -2.18
N 3.47 -0.71 -0.88
H 0.40 3.10 -0.33
H 0.05 3.29 1.37
H 1.65 2.66 0.80
H -0.74 1.20 1.43
H 0.76 0.49 0.81
H 0.13 -1.20 -1.04
H -0.45 -0.71 -2.62
H 2.37 2.13 -1.81
H 2.59 0.16 -3.89
H 3.64 -0.13 -0.07
H 2.95 -1.52 -0.58
C 1.22 -4.32 -1.61
C 2.43 -4.01 -0.86
N 3.39 -3.79 -0.27
H 1.05 -3.59 -2.41
H 1.30 -5.30 -2.06
H 0.35 -4.31 -0.97
C -4.81 0.69 0.74
C -4.19 1.98 0.49
N -3.67 2.97 0.27
H -4.34 -0.09 0.14
H -4.71 0.41 1.79
H -5.87 0.71 0.50
C -3.51 -5.68 -0.51
C -2.87 -4.43 -0.89
N -2.38 -3.44 -1.21
H -3.12 -6.51 -1.10
H -3.33 -5.91 0.54
H -4.58 -5.63 -0.67
C 5.75 1.64 -4.62
C 4.82 1.26 -5.66
N 4.11 0.98 -6.52
H 5.88 0.83 -3.89
H 6.73 1.88 -5.04
H 5.40 2.51 -4.06
C -0.60 -9.30 -1.22
C -0.63 -7.85 -1.10
N -0.64 -6.71 -1.01
H 0.37 -9.64 -1.57
H -0.80 -9.77 -0.26
H -1.35 -9.64 -1.93
C -1.00 4.83 4.20
C 0.06 4.04 4.80
N 0.90 3.42 5.29
H -1.76 5.10 4.94
H -0.62 5.75 3.77
H -1.51 4.28 3.40
C -0.75 9.10 5.10
C -1.59 8.30 4.22
N -2.23 7.66 3.52
H -1.34 9.89 5.58
H -0.31 8.49 5.88
H 0.06 9.57 4.54
*
```